Entry from OMol25: one molecule with the formula C6H10 (ωB97M-V/def2-TZVPD).

For the relative energy (zero: lowest compared OMol25 entry of this formula, charge and spin), the calculation gives 96.03 kcal/mol. Its LUMO energy (spin up / spin down) is -0.0180 / -0.0234 Eh. The molar mass is 82.1 g/mol. The largest force on an atom comes out at 0.978 eV/A. For the HOMO-LUMO gap (spin up / spin down), the calculation gives 7.512 / 7.739 eV.

Positions of all 16 atoms, in Å:
1 C 0.817 -0.360 0.608
2 C 2.249 -0.021 0.237
3 C -1.554 0.585 0.211
4 C -2.078 -0.421 -0.545
5 C -1.320 -1.488 -1.096
6 C -0.115 0.852 0.542
7 H 2.901 -0.896 0.311
8 H 0.450 -1.132 -0.070
9 H 2.284 0.328 -0.797
10 H -0.063 1.427 1.479
11 H -2.240 1.388 0.491
12 H 0.253 1.554 -0.228
13 H 0.756 -0.807 1.600
14 H -3.143 -0.319 -0.789
15 H -1.709 -1.688 -2.111
16 H 2.664 0.769 0.866

natural (NBO) population analysis, charges in e, atoms 1 to 5:
1. C -0.427
2. C -0.599
3. C -0.033
4. C -0.418
5. C -0.094

=====

Entry from OMol25: a 2-piece molecular cluster, C6H10 overall (ωB97M-V/def2-TZVPD).

For the relative energy (zero: lowest compared OMol25 entry of this formula, charge and spin), the calculation gives 98.35 kcal/mol. Its LUMO energy (spin up / spin down) is -0.0164 / -0.0163 Eh. The molar mass is 82.1 g/mol. The largest force on an atom comes out at 0.233 eV/A. The SMILES is CC1=C=CCC1.[H][H]. For the HOMO-LUMO gap (spin up / spin down), the calculation gives 7.363 / 7.371 eV.

Positions of all 16 atoms, in Å:
1 C 0.624 1.523 0.649
2 C -0.191 -0.260 -0.672
3 C -0.251 1.252 -0.615
4 C 0.061 -0.813 0.564
5 C -0.257 -0.998 -1.964
6 C 0.437 0.214 1.379
7 H 0.463 0.170 2.469
8 H -0.481 -2.613 3.091
9 H -0.349 -2.375 2.393
10 H -1.289 -1.010 -2.343
11 H 0.352 -0.505 -2.732
12 H 0.289 2.370 1.261
13 H 1.661 1.733 0.352
14 H 0.065 -2.034 -1.833
15 H 0.130 1.700 -1.541
16 H -1.263 1.647 -0.457

natural (NBO) population analysis, charges in e, atoms 1 to 5:
1. C -0.465
2. C 0.183
3. C -0.475
4. C -0.284
5. C -0.676

=====

Entry from OMol25: one molecule with the formula C6H10 (ωB97M-V/def2-TZVPD).

For the relative energy (zero: lowest compared OMol25 entry of this formula, charge and spin), the calculation gives 77.96 kcal/mol. Its LUMO energy is 0.0038 Eh. The molar mass is 82.1 g/mol. The largest force on an atom comes out at 0.665 eV/A. For the HOMO-LUMO gap, the calculation gives 9.779 eV.

Positions of all 16 atoms, in Å:
1 C 1.270 -0.746 0.138
2 C -1.747 0.892 0.095
3 C -1.384 -0.592 0.136
4 C -0.086 -0.962 -0.539
5 C 1.829 0.664 -0.011
6 C 0.065 -1.560 -1.686
7 H 2.068 0.848 -1.061
8 H 1.128 1.440 0.306
9 H -0.978 1.519 0.555
10 H -2.680 1.063 0.642
11 H 2.743 0.776 0.581
12 H -1.885 1.236 -0.934
13 H -1.302 -0.925 1.179
14 H 1.154 -1.026 1.193
15 H -2.192 -1.177 -0.314
16 H 1.997 -1.450 -0.279

natural (NBO) population analysis, charges in e, atoms 1 to 5:
1. C -0.396
2. C -0.598
3. C -0.403
4. C -0.370
5. C -0.602

=====

Entry from OMol25: a 2-piece molecular cluster, C6H10 overall (ωB97M-V/def2-TZVPD).

For the relative energy (zero: lowest compared OMol25 entry of this formula, charge and spin), the calculation gives 91.75 kcal/mol. Its LUMO energy is -0.0035 Eh. The molar mass is 82.1 g/mol. The largest force on an atom comes out at 0.431 eV/A. For the HOMO-LUMO gap, the calculation gives 7.776 eV.

Positions of all 16 atoms, in Å:
1 C 0.007 0.458 0.672
2 C -0.800 0.764 -0.555
3 C 0.965 -0.471 0.403
4 C -0.163 -0.175 -1.597
5 C -0.209 1.178 1.961
6 C 1.080 -0.773 -1.000
7 H -0.668 1.814 -0.848
8 H -0.815 -1.031 -1.832
9 H 1.028 -2.877 -1.264
10 H -1.267 1.165 2.248
11 H 0.391 0.752 2.770
12 H 0.652 -3.518 -1.135
13 H 1.646 -0.856 1.161
14 H 0.074 2.232 1.840
15 H 0.041 0.307 -2.559
16 H -1.874 0.623 -0.375

natural (NBO) population analysis, charges in e, atoms 1 to 5:
1. C 0.206
2. C -0.487
3. C -0.412
4. C -0.564
5. C -0.668

=====

Question: Among the records above, which one has the highest relative energy (zero: lowest compared OMol25 entry of this formula, charge and spin)?
Answer: number 2

=====

What did the first record say?
Entry from OMol25: one molecule with the formula C6H10 (ωB97M-V/def2-TZVPD).

For the relative energy (zero: lowest compared OMol25 entry of this formula, charge and spin), the calculation gives 96.03 kcal/mol. Its LUMO energy (spin up / spin down) is -0.0180 / -0.0234 Eh. The molar mass is 82.1 g/mol. The largest force on an atom comes out at 0.978 eV/A. For the HOMO-LUMO gap (spin up / spin down), the calculation gives 7.512 / 7.739 eV.

Positions of all 16 atoms, in Å:
1 C 0.817 -0.360 0.608
2 C 2.249 -0.021 0.237
3 C -1.554 0.585 0.211
4 C -2.078 -0.421 -0.545
5 C -1.320 -1.488 -1.096
6 C -0.115 0.852 0.542
7 H 2.901 -0.896 0.311
8 H 0.450 -1.132 -0.070
9 H 2.284 0.328 -0.797
10 H -0.063 1.427 1.479
11 H -2.240 1.388 0.491
12 H 0.253 1.554 -0.228
13 H 0.756 -0.807 1.600
14 H -3.143 -0.319 -0.789
15 H -1.709 -1.688 -2.111
16 H 2.664 0.769 0.866

natural (NBO) population analysis, charges in e, atoms 1 to 5:
1. C -0.427
2. C -0.599
3. C -0.033
4. C -0.418
5. C -0.094

=====

What did the first record say?
Entry from OMol25: one molecule with the formula C6H10 (ωB97M-V/def2-TZVPD).

For the relative energy (zero: lowest compared OMol25 entry of this formula, charge and spin), the calculation gives 96.03 kcal/mol. Its LUMO energy (spin up / spin down) is -0.0180 / -0.0234 Eh. The molar mass is 82.1 g/mol. The largest force on an atom comes out at 0.978 eV/A. For the HOMO-LUMO gap (spin up / spin down), the calculation gives 7.512 / 7.739 eV.

Positions of all 16 atoms, in Å:
1 C 0.817 -0.360 0.608
2 C 2.249 -0.021 0.237
3 C -1.554 0.585 0.211
4 C -2.078 -0.421 -0.545
5 C -1.320 -1.488 -1.096
6 C -0.115 0.852 0.542
7 H 2.901 -0.896 0.311
8 H 0.450 -1.132 -0.070
9 H 2.284 0.328 -0.797
10 H -0.063 1.427 1.479
11 H -2.240 1.388 0.491
12 H 0.253 1.554 -0.228
13 H 0.756 -0.807 1.600
14 H -3.143 -0.319 -0.789
15 H -1.709 -1.688 -2.111
16 H 2.664 0.769 0.866

natural (NBO) population analysis, charges in e, atoms 1 to 5:
1. C -0.427
2. C -0.599
3. C -0.033
4. C -0.418
5. C -0.094

=====

Question: What is the formula in the second record?
Answer: C6H10